1.
# C12H22FN2O2

The molecule C12H22FN2O2 (ωB97M-V/def2-TZVPD, OMol25).

Computed properties:
⟨S²⟩	0.754
energy above the lowest of the compared OMol25 structures with the same formula, charge and spin	0.0	kJ/mol
multiplicity	2
orbital gap (alpha / beta)	0.3388 / 0.3538	hartree
E	-22591.275	eV

```
39
Properties=species:S:1:pos:R:3:forces:R:3:mulliken_charge:R:1
C 3.458740 -1.524387 0.186318 0.05 0.66 0.41 -1.207
C 2.691517 -1.040227 1.411710 0.29 -1.06 2.01 0.668
O 2.846384 -1.624574 2.488606 -0.53 1.17 -2.29 -0.591
N 1.813964 0.085859 1.296069 0.51 -0.52 -0.47 0.074
C 2.233231 1.100642 0.329456 -0.13 0.33 0.08 -1.138
C 0.399597 -0.247528 1.258396 -0.08 -0.16 0.68 1.581
F 0.163863 -0.993582 2.422117 0.02 -0.05 0.02 -0.448
C -0.446751 1.016229 1.388967 -0.20 -0.07 -0.30 -1.905
C -1.601364 1.142076 0.385792 -0.56 0.83 0.37 1.949
C -2.077365 2.610845 0.358163 -0.05 -0.56 0.07 -1.761
C -2.786981 0.276666 0.818589 0.38 -0.19 -0.26 -2.032
N -1.121371 0.800134 -0.965401 0.87 0.08 0.38 0.649
O -0.455862 1.725050 -1.542606 -0.09 0.16 -0.13 -0.637
C -0.637859 -0.583835 -1.163506 -0.14 -0.87 -0.63 1.771
C 0.425724 -0.632575 -2.268761 -0.31 -0.32 0.14 -1.912
C -1.840333 -1.448476 -1.643630 -0.06 0.47 0.07 -1.616
C -0.058290 -1.196312 0.137407 -0.35 0.31 -0.08 -2.281
H 3.191984 -1.014154 -0.730375 -0.19 -0.11 -0.17 0.330
H 4.510487 -1.320075 0.364816 0.22 -0.17 0.01 0.353
H 3.315999 -2.592573 0.105682 0.01 -0.23 -0.02 0.361
H 1.627599 1.146534 -0.572638 -0.08 -0.08 -0.11 0.320
H 3.265051 0.960678 0.035078 0.17 -0.12 0.07 0.474
H 2.178840 2.080690 0.794475 0.04 0.15 0.06 0.293
H -0.886379 0.989397 2.379004 0.04 0.02 0.27 0.440
H 0.170505 1.903149 1.345452 0.13 0.08 -0.11 0.223
H -2.551212 2.829351 -0.590546 -0.06 0.10 -0.17 0.414
H -1.259313 3.298463 0.521119 0.14 0.18 -0.14 0.360
H -2.812305 2.746350 1.144022 -0.06 0.13 0.19 0.444
H -3.563325 0.309373 0.062377 -0.24 -0.01 -0.01 0.391
H -2.500338 -0.753955 1.002419 -0.10 -0.15 -0.07 0.351
H -3.174618 0.664322 1.751526 -0.10 0.11 0.17 0.569
H 0.182918 0.030297 -3.087464 0.05 0.21 -0.08 0.401
H 1.424830 -0.455877 -1.893883 0.14 0.37 -0.05 0.250
H 0.418728 -1.646294 -2.659053 0.10 -0.21 -0.01 0.591
H -1.925726 -2.376554 -1.090111 0.05 -0.20 0.03 0.309
H -2.766356 -0.897006 -1.524220 -0.13 -0.04 0.08 0.309
H -1.760687 -1.675115 -2.699495 0.08 -0.07 -0.20 0.518
H -0.820791 -1.809771 0.601046 -0.09 -0.08 0.10 0.455
H 0.727262 -1.883233 -0.156916 0.27 -0.08 0.10 0.682
```
Positions in Å, forces in eV/Å.

***

2.
# C2H7ClN2

A cluster of 2 separate species, C2H7ClN2 in total (ωB97M-V/def2-TZVPD, OMol25).

Computed properties:
energy above the lowest of the compared OMol25 structures with the same formula, charge and spin	7.9	kJ/mol
structure (SMILES)	[H]/N=N\CC.Cl
orbital gap	0.3789	hartree
E	-17688.366	eV

```
12
Properties=species:S:1:pos:R:3:forces:R:3:mulliken_charge:R:1
C -1.328039 1.453196 0.489052 -1.62 1.59 -1.40 -1.017
C -0.765800 0.352011 -0.346131 2.06 -0.75 -2.94 -0.151
N 1.084133 -1.030953 -0.313834 -0.12 0.16 0.06 -0.405
N 0.187452 -0.516263 0.345355 0.51 -0.25 0.34 0.009
Cl 3.572477 -2.774242 0.652473 -0.65 0.26 -0.17 -0.351
H -2.254061 1.982692 0.041937 1.60 -0.97 0.13 0.289
H -1.743274 1.001386 1.342247 -0.23 -0.49 1.49 0.323
H -0.643148 2.248211 0.752754 0.34 -0.10 0.10 0.303
H -1.522973 -0.405400 -0.594606 -0.23 0.51 -0.25 0.189
H -0.118978 0.582566 -1.359792 -2.15 0.26 1.92 0.282
H 1.111569 -0.714732 -1.326743 -0.19 -0.03 0.52 0.155
H 2.420641 -2.178474 0.317288 0.66 -0.20 0.18 0.374
```
Positions in Å, forces in eV/Å.

***

3.
# CH5S2

A cluster of 2 separate species, CH5S2 in total (ωB97M-V/def2-TZVPD, OMol25).

Computed properties:
energy above the lowest of the compared OMol25 structures with the same formula, charge and spin	47.0	kJ/mol
total charge	-1
orbital gap	0.2283	hartree
E	-22789.122	eV

```
8
Properties=species:S:1:pos:R:3:forces:R:3:mulliken_charge:R:1
S 1.519511 -0.218043 1.527643 -0.09 0.00 0.73 -0.368
H 2.617773 -0.458684 0.806303 -0.20 -0.29 -0.34 0.072
C -0.821855 0.758927 -1.953493 -0.01 0.30 0.08 -0.713
S -1.255683 -0.201988 -0.474075 -0.41 -0.42 0.00 -0.662
H -1.069758 1.813834 -1.799157 0.13 0.03 0.00 0.186
H 0.238909 0.697867 -2.209074 0.07 -0.01 0.04 0.199
H -1.388728 0.448805 -2.831106 -0.04 -0.20 -0.08 0.202
H 0.463441 -0.734446 0.736776 0.55 0.59 -0.42 0.085
```
Positions in Å, forces in eV/Å.

***

4.
# CH7NOSi2

A cluster of 2 separate species, CH7NOSi2 in total (ωB97M-V/def2-TZVPD, OMol25).

Computed properties:
energy above the lowest of the compared OMol25 structures with the same formula, charge and spin	601.0	kJ/mol
orbital gap (alpha / beta)	0.3045 / 0.3045	hartree
E	-20436.654	eV

```
12
Properties=species:S:1:pos:R:3:forces:R:3:mulliken_charge:R:1
C 0.649831 1.032816 -0.094101 -0.22 -3.44 -0.69 0.158
N -0.291829 1.736804 0.189589 0.30 0.91 -0.33 -0.096
O -1.578992 1.396026 0.263795 -0.32 1.35 0.28 -0.157
Si 2.431786 0.497091 -0.101773 -0.32 -1.78 1.71 0.199
Si -2.526363 0.122098 -0.132530 1.08 -3.41 1.76 0.361
H 0.260454 -0.953618 -0.106046 0.32 2.68 -0.12 -0.067
H 2.610332 -0.864524 -0.910812 -0.01 1.94 0.64 -0.010
H 3.516627 1.537814 -0.180295 -0.45 -0.31 -0.34 -0.078
H 2.206049 0.137051 1.412192 0.82 0.09 -1.25 -0.027
H -3.855129 0.544221 0.249838 -0.33 0.32 0.10 -0.114
H -2.496546 -0.391564 -1.485178 0.12 0.19 -0.62 -0.095
H -2.014405 -1.123471 0.797687 -1.01 1.48 -1.12 -0.072
```
Positions in Å, forces in eV/Å.

***

5.
# C9H10N3O3

The ion C9H10N3O3 with charge +1 (ωB97M-V/def2-TZVPD, OMol25).

Computed properties:
energy above the lowest of the compared OMol25 structures with the same formula, charge and spin	109.7	kJ/mol
structure (SMILES)	[H]/N=C(\[NH2+]C#CCC)c1ccc([N+](=O)[O-])o1
total charge	+1
orbital gap	0.3161	hartree
E	-20092.747	eV

```
25
Properties=species:S:1:pos:R:3:forces:R:3:mulliken_charge:R:1
C 1.696949 -1.018376 -0.527184 0.42 0.64 1.06 0.261
C -2.499691 -1.074937 0.601116 -0.65 -1.09 0.96 -0.615
C -2.782972 0.310464 0.589120 0.36 0.15 -1.41 -0.374
C -1.306896 -1.161352 -0.067132 -0.46 0.66 -1.63 0.491
C -1.869270 0.922059 -0.248732 -0.84 -4.10 1.50 0.108
C 2.160002 -0.113435 0.117153 -1.34 -2.72 -2.58 -0.083
C -0.535829 -2.304984 -0.429104 0.79 -3.02 -0.51 0.283
C 1.614817 2.175370 0.686981 -0.12 -2.09 -1.99 -0.786
C 2.700193 1.048201 0.626564 2.22 2.43 1.44 -0.775
N 1.033636 -2.066364 -1.168644 0.11 0.14 2.37 -0.126
N -1.663685 2.251105 -0.479170 -0.17 3.70 -0.05 0.986
N -0.803585 -3.489074 -0.170070 0.44 1.07 0.21 -0.492
O -2.477586 2.928277 0.123239 -0.38 0.39 0.12 -0.558
O -0.765708 2.721549 -1.146232 0.08 -1.12 -0.39 -0.547
O -1.019042 0.013008 -0.693614 1.70 -0.11 -0.03 -0.221
H -3.136973 -1.949146 1.012517 1.48 1.84 -0.52 0.402
H -3.597020 0.830303 0.977045 -1.14 0.52 0.85 0.611
H 2.000882 3.158919 0.944557 -0.30 -0.21 0.11 0.367
H 0.735982 1.768146 1.237214 0.81 0.76 0.28 0.192
H 1.274983 2.066513 -0.365470 -0.05 1.33 0.55 0.215
H 2.970790 0.768597 1.626543 0.70 0.21 0.84 0.315
H 3.689569 1.283960 0.064437 -1.79 -0.04 0.87 0.316
H -0.136141 -4.265237 -0.205083 -0.37 0.39 -0.34 0.269
H 1.559957 -2.943232 -0.970025 -0.65 0.42 -0.22 0.411
H 1.156636 -1.860332 -2.136028 -0.85 -0.15 -1.46 0.350
```
Positions in Å, forces in eV/Å.

***

6.
# C21H37FN2O10S

A cluster of 3 separate species, C21H37FN2O10S in total (ωB97M-V/def2-TZVPD, OMol25).

Computed properties:
structure (SMILES)	CCCON(CCCNCc1ccccc1O)S(=O)(=O)F.CCOC(=O)OC.CCOC(=O)OC
orbital gap	0.3040	hartree
E	-59375.888	eV

```
72
Properties=species:S:1:pos:R:3:forces:R:3:mulliken_charge:R:1
C 4.044373 -1.140600 -0.001264 0.83 0.44 -0.19 -0.738
C 5.194442 -0.245355 -0.704723 -0.26 0.50 -0.06 -0.456
C 4.648129 0.533927 -2.025465 1.15 -2.18 0.08 0.231
O 5.151803 1.897952 -1.938640 -0.20 -0.63 -0.43 -0.403
N 4.114341 2.792097 -1.826508 -1.57 1.69 1.08 0.433
C 4.211318 3.492365 -0.508119 0.26 0.27 1.58 -0.905
C 2.932180 4.370135 -0.117765 0.02 0.21 0.57 -0.498
C 1.673418 3.523800 0.407101 -0.13 0.81 1.18 -0.412
N 0.459237 3.725935 -0.451850 0.36 -0.77 0.92 -0.316
C -0.578960 2.681135 -0.202498 -0.80 -0.37 -1.33 -0.489
C -0.611371 1.669094 -1.462133 0.37 -2.19 -2.82 0.496
C 0.742665 1.382912 -2.183364 -2.32 -1.36 -1.18 0.340
C 0.915774 0.484713 -3.430265 -3.33 0.80 2.13 -0.386
C -0.338537 -0.220347 -3.998983 0.13 2.48 3.35 -0.475
C -1.702898 0.017825 -3.286120 2.68 1.11 0.67 -0.449
C -1.869324 0.954783 -2.033273 3.38 -0.67 -1.57 0.026
O -3.167367 1.135427 -1.450751 1.99 -1.18 -0.11 -0.532
S 4.329316 3.859577 -3.180500 5.29 -1.12 -7.08 1.147
O 4.303370 2.974710 -4.414750 -1.52 2.38 4.12 -0.608
O 5.692325 4.533542 -3.186582 -4.80 -0.66 1.61 -0.595
F 3.074074 4.953074 -3.374012 1.94 -1.92 1.33 -0.240
H 3.082510 -1.101911 -0.615251 1.23 -0.05 0.97 0.216
H 4.413786 -2.220361 0.024650 -0.76 1.47 0.31 0.333
H 3.879214 -0.701492 1.053116 0.02 -1.08 -1.64 0.154
H 6.119980 -0.875537 -0.978769 -1.56 0.94 0.36 0.325
H 5.578930 0.570748 0.018653 -0.67 -1.34 -1.13 0.241
H 3.521087 0.449513 -2.164469 1.53 0.56 0.40 -0.378
H 5.159558 0.006145 -2.918862 -0.93 1.26 1.14 0.296
H 4.291819 2.657514 0.289092 -0.17 1.18 -1.46 0.286
H 5.202537 4.075225 -0.425964 -1.54 -0.68 -0.32 0.351
H 2.557206 5.073374 -0.934337 0.70 -1.06 0.88 0.297
H 3.265091 5.052568 0.755304 -0.35 -1.12 -1.47 0.308
H 1.913376 2.410429 0.592570 -0.40 1.67 -0.75 0.184
H 1.394311 3.941698 1.453891 0.73 -0.78 -1.34 0.454
H 0.081495 4.676370 -0.285169 0.32 -1.07 -0.05 0.281
H -1.588388 3.211287 -0.126983 1.24 -1.04 -0.03 0.360
H -0.394987 2.056313 0.737816 -0.24 1.00 -1.07 0.110
H 1.672470 1.876754 -1.755312 -1.45 -0.62 -0.75 -0.296
H 1.973650 0.399345 -3.868918 -1.98 0.02 0.57 0.348
H -0.203216 -0.896983 -4.905745 -0.57 1.05 1.46 0.310
H -2.598994 -0.539823 -3.721356 1.25 1.07 0.89 0.336
H -3.312673 0.350780 -0.862379 0.05 0.95 -0.78 0.322
C 0.931957 -3.624224 6.282726 -0.30 0.13 -0.06 -1.096
C 2.063247 -3.398634 5.297934 0.11 -0.11 0.66 -0.168
O 1.568063 -3.363508 3.953924 -0.02 0.41 -0.37 -0.366
C 1.018869 -2.200632 3.570941 -0.09 -0.17 0.10 0.718
O 0.919105 -1.203280 4.244721 0.09 -0.34 -0.31 -0.553
O 0.577213 -2.343284 2.309344 0.25 0.00 0.36 -0.359
C -0.098103 -1.195678 1.799537 -0.24 0.32 -0.30 -0.669
H 0.355986 -4.512450 6.009629 0.17 -0.02 0.05 0.292
H 1.319977 -3.750212 7.295833 0.01 -0.01 -0.09 0.357
H 0.236255 -2.781546 6.282900 0.16 0.00 0.03 0.305
H 2.765514 -4.233827 5.352666 -0.13 0.05 -0.33 0.290
H 2.624852 -2.489716 5.531029 -0.20 0.01 -0.16 0.305
H 0.509534 -0.295168 1.913965 -0.10 -0.11 0.14 0.275
H -1.060417 -1.076063 2.303067 0.15 0.13 0.07 0.347
H -0.283243 -1.352557 0.735949 0.16 -0.24 0.13 0.305
C -8.702369 -1.488257 -1.468664 0.00 0.10 0.32 -1.103
C -7.645877 -2.452956 -1.972246 -0.64 0.05 -0.29 -0.190
O -6.393262 -2.223695 -1.315148 0.33 -0.30 0.36 -0.318
C -6.278016 -2.756495 -0.089072 -0.20 0.16 -0.09 0.698
O -7.116484 -3.404817 0.488100 0.41 0.21 -0.22 -0.557
O -5.069369 -2.423477 0.398156 -0.25 -0.12 -0.22 -0.248
C -4.840719 -2.867680 1.735442 0.17 -0.10 0.44 -0.537
H -8.351580 -0.456145 -1.552164 -0.03 -0.10 -0.16 0.286
H -9.627923 -1.595959 -2.038338 0.09 -0.01 0.00 0.367
H -8.925206 -1.664164 -0.413435 -0.01 -0.10 -0.12 0.309
H -7.477293 -2.284111 -3.038433 0.30 0.03 0.19 0.302
H -7.962581 -3.493234 -1.856963 0.14 0.12 0.19 0.310
H -5.029157 -3.937978 1.841658 -0.14 0.17 -0.06 0.300
H -5.462630 -2.299286 2.430660 -0.05 -0.17 -0.07 0.307
H -3.793413 -2.679626 1.975171 -0.09 0.09 -0.27 0.080
```
Positions in Å, forces in eV/Å.